No. 1
CH3NOS | wB97M-V/def2-TZVPD

Computed properties:
frontier orbital gap (alpha / beta)	7.4 / 7.7	eV
energy above the lowest of the compared OMol25 structures with the same formula, charge and spin	4.930	eV
total charge	0

Atoms and positions in Å:
C -0.10 -1.80 -0.68
N 0.36 -0.68 -0.62
O 2.18 0.87 -0.30
S 0.74 0.86 -0.51
H -0.09 -2.66 -1.40
H -1.43 1.52 1.41
H -1.66 1.90 2.10

No. 2
C36H85NO8RbSbSeSi4 | wB97M-V/def2-TZVPD

Computed properties:
frontier orbital gap	6.5	eV
total charge	-2

Atoms and positions in Å:
Rb 4.52 -22.15 10.62
C 7.03 -19.38 11.67
O 6.83 -20.03 10.34
Si 5.82 -19.11 9.21
C 6.96 -17.66 8.95
C 4.47 -18.62 10.37
C 5.27 -20.06 7.83
Si 3.60 -19.43 7.12
C 3.40 -17.50 6.94
C 2.04 -19.96 8.08
C 3.35 -20.11 5.31
Si 6.49 -20.54 6.59
C 6.90 -19.29 5.20
C 5.98 -22.25 5.81
C 8.18 -20.87 7.39
H 7.86 -19.83 12.19
H 6.22 -19.47 12.41
H 7.34 -18.40 11.40
H 6.48 -16.93 8.31
H 7.81 -18.05 8.34
H 7.35 -17.03 9.83
H 4.75 -17.64 10.75
H 4.42 -19.23 11.23
H 3.47 -18.44 9.98
H 3.75 -17.12 7.88
H 2.34 -17.20 6.86
H 3.97 -16.91 6.23
H 1.91 -19.49 9.09
H 1.94 -21.05 8.05
H 1.22 -19.62 7.48
H 3.94 -19.52 4.59
H 2.27 -19.99 5.02
H 3.75 -21.13 5.18
H 5.96 -18.97 4.61
H 7.60 -19.86 4.64
H 7.44 -18.41 5.55
H 5.78 -22.11 4.75
H 5.07 -22.57 6.29
H 6.86 -22.92 5.94
H 8.68 -20.12 7.94
H 8.81 -21.18 6.51
H 8.07 -21.71 8.12
O 2.15 -22.47 13.02
H 3.15 -22.57 13.12
H 1.85 -23.04 12.34
O 7.94 -22.46 10.90
H 7.30 -22.85 10.26
H 7.89 -21.50 10.81
O 6.26 -23.69 9.13
H 6.07 -23.43 8.21
H 6.08 -24.67 9.24
O 5.46 -26.53 9.35
H 4.46 -26.45 9.51
H 5.72 -27.11 10.13
O 1.95 -19.71 13.60
H 2.91 -19.66 13.60
H 1.82 -20.68 13.76
O 8.01 -22.05 13.74
H 8.06 -22.47 12.88
H 7.06 -21.81 13.81
C 9.31 -24.30 7.34
C 10.44 -23.99 8.44
C 11.86 -24.19 7.90
Sb 10.05 -24.88 10.43
C 11.40 -23.51 11.46
C 12.81 -23.99 11.68
C 11.34 -22.02 11.06
C 11.28 -26.67 10.21
C 10.77 -27.36 8.98
C 10.92 -27.48 11.54
H 9.46 -23.77 6.41
H 8.36 -23.88 7.77
H 9.17 -25.34 7.21
H 10.32 -22.94 8.76
H 12.17 -25.20 8.07
H 12.50 -23.51 8.46
H 11.94 -23.95 6.81
H 10.85 -23.57 12.44
H 13.41 -24.12 10.75
H 12.85 -25.02 12.10
H 13.33 -23.35 12.47
H 12.14 -21.65 10.34
H 11.38 -21.40 12.01
H 10.35 -21.87 10.62
H 12.33 -26.52 10.20
H 9.66 -27.48 9.00
H 11.14 -28.38 8.96
H 10.99 -26.82 8.02
H 9.82 -27.70 11.55
H 11.17 -26.85 12.38
H 11.45 -28.39 11.58
C 4.79 -21.74 13.72
C 5.01 -20.86 14.56
C 5.09 -19.88 15.59
C 4.76 -18.54 15.41
C 4.79 -17.60 16.40
C 5.03 -18.08 17.69
C 5.33 -19.41 17.92
C 5.44 -20.32 16.92
H 4.47 -18.37 14.36
H 4.46 -16.54 16.29
H 4.97 -17.45 18.61
H 5.37 -19.82 18.95
H 5.69 -21.36 17.04
C -0.07 -23.90 8.83
Si 1.47 -24.96 8.56
C 0.97 -26.73 8.02
C 2.42 -24.36 7.05
Se 2.56 -24.97 10.44
H -0.43 -23.46 7.89
H 0.27 -23.06 9.39
H -0.86 -24.48 9.30
H 0.59 -26.70 7.04
H 0.12 -27.09 8.71
H 1.72 -27.51 8.18
H 2.05 -24.66 6.13
H 3.40 -24.90 7.14
H 2.54 -23.26 6.91
O 6.72 -27.62 12.04
C 6.28 -26.66 12.64
C 7.19 -25.60 13.20
C 6.96 -25.06 14.62
C 5.78 -25.67 15.39
C 4.44 -25.04 14.82
C 4.36 -25.17 13.32
N 4.93 -26.40 12.82
H 7.13 -24.74 12.50
H 8.20 -25.98 13.10
H 6.87 -23.98 14.68
H 7.97 -25.25 15.05
H 5.86 -25.22 16.39
H 5.75 -26.74 15.39
H 4.49 -24.01 15.01
H 3.62 -25.64 15.23
H 4.81 -24.38 12.77
H 3.36 -25.12 12.94
H 4.52 -26.94 12.08

No. 3
C5H18N4 | wB97M-V/def2-TZVPD

Computed properties:
frontier orbital gap	9.0	eV
energy above the lowest of the compared OMol25 structures with the same formula, charge and spin	2.800	eV
total charge	0
SMILES	CCN(C)N.CC(N)N

Atoms and positions in Å:
C -0.71 1.12 3.08
C -0.20 0.55 1.77
N -1.47 -0.12 1.30
C -1.38 -1.57 1.15
N -1.89 0.46 0.02
H -0.33 0.58 3.94
H -0.52 2.19 3.18
H -1.86 0.66 2.67
H 0.60 -0.19 1.89
H 0.07 1.33 1.04
H -1.09 -1.98 2.12
H -2.36 -1.97 0.87
H -0.64 -1.86 0.39
H -2.80 0.06 -0.19
H -2.04 1.45 0.23
C 1.63 1.19 -1.85
C 1.44 -0.31 -1.57
N 2.54 -1.05 -2.16
N 0.14 -0.82 -2.00
H 0.83 1.76 -1.39
H 2.59 1.53 -1.46
H 1.61 1.37 -2.93
H 1.49 -0.47 -0.48
H 2.58 -0.89 -3.16
H 2.40 -2.04 -2.01
H 0.00 -0.62 -2.98
H -0.61 -0.36 -1.48

No. 4
C32H38BrClF5GeO3RuSe2 | wB97M-V/def2-TZVPD

Computed properties:
frontier orbital gap (alpha / beta)	7.5 / 6.3	eV
energy above the lowest of the compared OMol25 structures with the same formula, charge and spin	0.364	eV
total charge	0
2S+1	6
⟨S²⟩	8.764

Atoms and positions in Å:
Ru 0.19 1.49 -1.88
Cl -0.94 8.61 -2.72
C -0.74 6.97 -2.16
C 0.00 6.73 -0.98
C 0.16 5.46 -0.51
C -0.39 4.35 -1.18
O -0.27 3.15 -0.68
C -1.11 4.61 -2.38
C -1.64 3.56 -3.20
O -1.53 2.35 -3.02
C -1.28 5.93 -2.84
H 0.43 7.57 -0.46
H 0.73 5.27 0.40
H -2.21 3.89 -4.08
H -1.84 6.11 -3.75
C -0.92 -5.94 -0.62
C 0.04 -5.30 0.38
C 1.38 -6.05 0.31
C -0.56 -5.46 1.79
C 0.26 -3.82 0.09
C -0.33 -3.16 -0.96
C -0.05 -1.82 -1.14
Br -0.91 -0.92 -2.58
C 0.78 -1.06 -0.34
O 0.99 0.24 -0.56
C 1.41 -1.73 0.73
C 1.12 -3.07 0.91
C 2.38 -0.99 1.66
C 3.57 -0.43 0.86
C 2.94 -1.91 2.74
C 1.64 0.16 2.37
H -1.02 -7.00 -0.41
H -0.55 -5.85 -1.65
H -1.92 -5.49 -0.57
H 1.23 -7.11 0.51
H 2.09 -5.66 1.04
H 1.83 -5.94 -0.68
H -0.73 -6.52 2.01
H -1.51 -4.94 1.87
H 0.11 -5.07 2.55
H -1.00 -3.66 -1.65
H 1.60 -3.58 1.74
H 4.08 -1.24 0.33
H 4.29 0.02 1.55
H 3.26 0.32 0.14
H 3.51 -2.74 2.31
H 2.16 -2.33 3.38
H 3.62 -1.34 3.38
H 1.24 0.88 1.67
H 2.32 0.67 3.05
H 0.81 -0.24 2.97
C -2.29 0.26 3.52
Ge -3.84 1.38 3.17
C -3.70 3.02 4.21
C -5.49 0.45 3.61
C -3.92 1.89 1.27
Se -2.62 1.05 0.08
C -3.25 -0.80 0.26
H -2.00 0.31 4.57
H -1.46 0.60 2.91
H -2.49 -0.79 3.26
H -3.55 2.78 5.27
H -4.61 3.62 4.12
H -2.85 3.61 3.87
H -5.50 0.16 4.66
H -5.60 -0.46 3.01
H -6.35 1.09 3.43
H -3.73 2.96 1.18
H -4.91 1.70 0.85
H -4.00 -0.84 1.04
H -2.41 -1.44 0.54
H -3.67 -1.14 -0.68
F 6.01 -0.53 -5.77
C 5.10 0.23 -5.15
C 5.25 1.60 -5.12
F 6.30 2.17 -5.70
C 4.30 2.38 -4.47
F 4.49 3.70 -4.47
C 3.19 1.82 -3.85
Se 1.93 2.98 -3.00
C 3.08 0.45 -3.91
F 2.04 -0.18 -3.33
C 4.01 -0.35 -4.54
F 3.86 -1.68 -4.57

No. 5
C7H13BrO | wB97M-V/def2-TZVPD

Computed properties:
frontier orbital gap (alpha / beta)	7.8 / 8.6	eV
energy above the lowest of the compared OMol25 structures with the same formula, charge and spin	2.853	eV
total charge	0

Atoms and positions in Å:
C -0.64 0.09 0.87
C -1.20 -0.07 -1.87
C -0.49 0.64 -0.49
C -1.14 2.06 -0.49
C 1.02 0.86 -1.00
C 0.67 -2.11 1.00
C 0.30 -0.83 1.63
O 1.43 -0.11 1.91
Br -0.63 -1.76 -2.46
H -1.66 -0.04 1.23
H -2.34 0.09 -1.83
H -0.95 2.57 -1.46
H -0.55 2.67 0.22
H -2.16 2.04 -0.26
H 1.16 1.47 -1.93
H 1.26 -0.19 -1.10
H 1.80 1.17 -0.23
H 0.99 -1.83 0.03
H -0.26 -2.78 0.81
H 1.39 -2.80 1.59
H -0.13 -1.03 2.64
H 2.12 -0.13 1.21

No. 6
C5H8N2 | wB97M-V/def2-TZVPD

Computed properties:
frontier orbital gap (alpha / beta)	7.5 / 7.7	eV
energy above the lowest of the compared OMol25 structures with the same formula, charge and spin	5.369	eV
total charge	0

Atoms and positions in Å:
C -1.32 1.00 0.66
C 0.02 0.31 0.74
C 0.22 -1.16 0.42
N 1.48 -0.87 -0.01
C 1.17 0.47 -0.30
C 0.38 0.46 -1.83
N -0.40 -0.48 -1.84
H -1.79 0.86 -0.31
H -2.00 0.62 1.43
H -1.21 2.08 0.83
H 0.51 0.54 1.70
H -0.97 -1.29 -1.79
H -0.04 -2.07 0.97
H 2.09 -1.48 -0.55
H 1.94 1.23 -0.27

No. 7
C6H11N | wB97M-V/def2-TZVPD

Computed properties:
frontier orbital gap	8.4	eV
energy above the lowest of the compared OMol25 structures with the same formula, charge and spin	2.689	eV
total charge	0
SMILES	C/C=C/C(C)=C/N

Atoms and positions in Å:
C 0.23 0.69 3.02
C -0.47 0.52 1.69
C -0.05 -0.30 0.70
C 0.07 -0.12 -0.78
C -1.29 0.36 -1.25
C 1.00 -0.90 -1.35
N 1.06 -1.08 -2.72
H -0.45 1.12 3.76
H 0.97 1.48 2.84
H 0.57 -0.29 3.30
H -0.77 1.49 1.25
H 0.08 -1.39 0.92
H -2.16 -0.08 -0.69
H -1.45 0.36 -2.33
H -1.42 1.42 -1.02
H 1.93 -1.18 -0.87
H 1.87 -1.38 -3.22
H 0.28 -0.71 -3.24